A single C22H21FN4O3S molecule in a non-equilibrium geometry, computed with ωB97M-V with the def2-TZVPD basis set.

Geometry as XYZ:
```
52
Properties=species:S:1:pos:R:3:forces:R:3:nbo_charge:R:1
H -5.35224 2.24276 -0.47799 0.078 0.069 0.005 0.215
C 2.51261 1.69613 1.41229 -0.072 0.075 0.156 -0.187
C -3.63524 -1.50852 -0.15876 0.111 -0.274 0.171 -0.237
C -7.36241 1.53134 -0.53888 -0.010 -0.190 0.012 -0.141
C 2.50344 0.66176 -0.76546 -0.008 -0.018 -0.171 -0.128
H -8.14897 -1.74262 -0.45520 -0.143 -0.010 -0.007 0.191
C 6.07890 -2.57745 -0.63227 -0.026 0.116 0.017 0.375
C 5.68817 -0.31537 -1.27654 0.108 -0.039 0.144 -0.242
O 4.69401 2.50206 -1.67453 -0.101 -0.336 0.010 -0.925
C 3.05051 1.53912 0.14977 0.459 0.355 -0.276 -0.360
H -1.01856 1.14704 -0.37363 -0.157 -0.086 -0.072 0.233
N -6.26133 -0.99906 -0.42449 0.230 -0.069 -0.016 -0.495
C -5.99404 1.37746 -0.48595 0.084 0.049 0.035 -0.321
C -3.15420 0.89303 -0.31610 0.075 0.204 -0.038 -0.217
H -3.24555 1.41600 0.64834 0.023 0.047 -0.088 0.188
C -2.61625 -1.47545 0.97002 -0.125 -0.317 0.074 -0.226
C 1.39392 0.96276 1.76594 -0.012 -0.053 -0.098 -0.173
C 5.79840 -1.64912 -1.61914 0.024 -0.276 0.164 -0.249
H 5.92061 1.65235 1.35112 -0.041 0.161 0.085 0.414
N -4.12480 -0.17258 -0.42334 0.287 0.012 -0.005 -0.416
N -1.48612 -0.64045 0.58820 -0.168 -0.072 -0.017 -0.432
S 4.54847 2.43051 -0.25506 0.157 -0.244 0.512 2.324
H -3.31445 1.62220 -1.11755 0.056 0.006 0.095 0.210
H -3.07884 -1.07934 1.88211 0.016 -0.095 -0.037 0.200
C -5.46708 0.07493 -0.43562 -0.336 0.005 -0.101 0.395
H -7.79180 2.52237 -0.57855 -0.008 0.065 -0.004 0.215
F 6.18664 -3.88131 -0.96635 0.002 0.092 0.025 -0.324
H 0.96136 1.05760 2.75014 -0.019 0.009 0.100 0.232
C -7.56990 -0.82792 -0.47058 -0.239 0.126 0.005 0.072
H 5.49080 0.43324 -2.02570 0.039 -0.024 -0.131 0.249
H 5.67891 -1.97319 -2.64066 -0.007 -0.051 -0.102 0.231
H 6.26789 -0.56005 2.05100 -0.016 0.020 0.135 0.215
H -4.49489 -2.12261 0.11265 0.281 -0.003 -0.040 0.266
H -2.24049 -2.47644 1.19527 -0.108 0.093 -0.007 0.235
C 1.38081 -0.06782 -0.41301 -0.047 0.060 0.196 -0.209
H -1.63180 -0.12972 -1.44114 0.022 0.119 0.028 0.194
O -0.23344 -1.52303 2.23336 0.077 -0.063 0.249 -0.607
C -1.73975 0.33106 -0.45127 -0.131 0.338 -0.259 -0.221
H 0.94940 -0.76708 -1.11295 -0.060 -0.061 -0.099 0.223
H -3.18097 -1.93221 -1.06253 -0.053 -0.092 0.070 0.188
C 6.25541 -2.20351 0.68691 0.013 -0.153 -0.230 -0.257
N 5.74003 1.43114 0.38416 -0.343 1.161 -0.132 -0.842
H 2.96974 2.39808 2.09182 -0.015 0.070 0.150 0.242
H -9.25611 0.49821 -0.57467 -0.098 -0.024 -0.003 0.219
C -0.34136 -0.75887 1.29259 0.086 0.116 -0.112 0.664
H 6.47900 -2.94962 1.43248 0.018 -0.086 0.060 0.234
C 6.13344 -0.86884 1.02488 -0.073 0.268 -0.156 -0.227
H 2.95208 0.57186 -1.74105 -0.007 -0.065 -0.135 0.235
C 5.84788 0.08362 0.04883 0.003 -0.821 -0.419 0.127
O 4.62296 3.62940 0.52095 -0.069 -0.146 0.242 -0.930
C 0.81807 0.08694 0.85047 0.298 -0.053 0.021 -0.099
C -8.18285 0.40922 -0.53428 -0.054 0.088 -0.005 -0.319
```
Positions in Å, forces in eV/Å.

Summary:
SMILES: O=C(c1ccc(S(=O)(=O)Nc2ccc(F)cc2)cc1)N1CCN(c2ccccn2)CC1
total energy: -1793.757744 a.u.
lowest unoccupied orbital energy: 0.0073 Eh

C22H21IN2ORhS as an isolated structure in a non-equilibrium geometry, computed with ωB97M-V with the def2-TZVPD basis set.

Geometry as XYZ:
```
49
Properties=species:S:1:pos:R:3:forces:R:3:nbo_charge:R:1
C -1.98713 -3.76135 -3.56764 -0.190 0.869 -0.148 -0.237
C -2.15809 -2.55577 -2.93486 0.024 -0.168 -0.730 -0.092
C -1.94105 -4.93674 -2.80864 0.028 -0.166 0.673 -0.199
C 1.22659 1.15236 -1.07494 -0.541 1.245 1.637 0.677
H 2.12183 1.92754 3.58054 0.123 -0.011 0.102 0.228
H 0.70936 3.95699 3.05973 -0.028 0.011 -0.123 0.213
C 4.90329 0.70599 -0.40087 0.113 -0.042 0.002 -0.214
H 1.72728 3.44438 1.70144 -0.128 -0.009 0.075 0.229
C 2.98400 -0.13921 -2.21472 -0.094 0.099 0.125 -0.175
N 0.91438 1.92317 -0.03369 1.010 -0.420 0.329 -0.639
C -2.22069 -3.64591 -0.78060 -0.084 0.426 0.029 -0.087
C 3.60487 1.16196 -0.27489 -0.211 -0.035 -0.102 -0.170
C -2.37266 -3.57508 0.62046 -0.059 0.317 0.272 -0.141
C 0.88140 3.16167 2.33296 0.481 -0.235 0.286 -0.217
H 0.39880 1.62039 3.77729 -0.022 -0.064 0.067 0.208
N -0.30381 3.07278 1.49155 0.005 -0.073 -0.560 -0.359
H -2.05338 -5.78252 -0.85008 -0.031 -0.076 0.011 0.230
S -1.64735 2.53190 -0.72843 -0.549 -1.393 -0.424 -0.061
C -2.07201 -4.87956 -1.44303 0.068 -0.121 -0.560 -0.139
H -1.82220 -5.88280 -3.31101 0.043 -0.105 -0.042 0.238
C -0.23422 2.45182 0.31795 -0.039 0.098 -0.472 0.385
H -2.39129 -4.49764 1.18112 0.057 -0.080 0.075 0.228
Rh -1.72302 0.53263 -1.93448 1.523 0.845 1.579 0.758
C 4.28405 -0.58573 -2.33220 0.079 -0.064 0.001 -0.213
I -2.42807 -0.76603 -4.15689 0.326 -1.202 0.992 0.307
O 0.42002 0.72912 -1.93619 -2.457 -1.355 -1.162 -0.625
H 6.26509 -0.51205 -1.52381 0.023 -0.019 0.033 0.226
C 1.17605 1.84979 3.05382 -0.019 0.146 -0.085 -0.618
H -1.89907 -3.80583 -4.64232 -0.079 -0.052 -0.088 0.238
H -2.59873 -0.24399 1.06517 0.160 0.062 -0.092 0.229
C -2.52192 -2.36968 1.26086 -0.092 -0.744 -0.235 -0.205
C 5.24586 -0.16468 -1.42615 -0.034 0.044 -0.021 -0.159
H -1.59650 2.54783 3.90400 0.006 -0.021 0.019 0.215
C 2.63397 0.73718 -1.18351 0.255 -0.233 -0.460 -0.091
H -1.31276 4.58223 2.48806 0.032 -0.026 -0.157 0.217
H 5.66052 1.01570 0.30287 0.023 0.092 0.077 0.226
C -2.48472 -1.17874 0.53004 0.150 0.936 -0.924 -0.245
C -2.31053 -1.19113 -0.84292 0.786 0.923 -0.276 -0.064
H 4.54929 -1.27321 -3.11999 0.029 -0.039 -0.102 0.225
C -2.21151 2.69487 3.01875 0.093 0.201 -0.117 -0.614
H -2.21833 3.81238 1.17674 0.157 0.127 0.291 0.225
H -2.41872 1.72630 2.56705 -0.004 -0.069 -0.020 0.204
H -2.65638 -2.32634 2.33110 -0.025 -0.026 0.061 0.233
H -3.15278 3.13648 3.33445 -0.099 0.011 0.048 0.232
C -1.53631 3.62553 2.01075 -0.732 0.110 0.271 -0.217
H 3.32481 1.83560 0.51892 -0.004 0.045 0.069 0.230
C -2.22726 -2.43179 -1.53213 -0.112 0.322 -0.172 -0.073
H 1.24474 1.03650 2.33694 0.049 -0.074 -0.022 0.223
H 2.22429 -0.46731 -2.90857 -0.007 -0.008 -0.027 0.230
```
Positions in Å, forces in eV/Å.

Summary:
net charge: +1
total energy: -1841.855572 a.u.
lowest unoccupied orbital energy (spin up / spin down): -0.1914 / -0.1977 Eh

ΔE to the lowest compared entry with this formula, charge and spin for every record listed, in sequence, given in kcal/mol: 43.4, 28.3.
Molar mass for every record listed, in sequence, given in g/mol: 440.50, 591.30.